{
  "formula": "C6H11NS",
  "method": "ωB97M-V/def2-TZVPD",
  "symbols": ["C", "C", "C", "C", "C", "C", "H", "H", "H", "H", "H", "H", "H", "H", "H", "H", "H", "N", "S"],
  "positions_angstrom": [[-0.572, -0.051, 0.031], [0.380, -1.352, -0.165], [1.480, -0.542, -0.694], [0.480, 0.475, -1.171], [-0.357, 0.491, 1.375], [0.373, 1.643, 1.552], [-2.393, 0.523, 1.075], [-2.317, -1.169, -0.033], [0.470, -1.939, 0.866], [-0.054, -2.316, -0.674], [2.452, -0.456, -0.051], [1.853, -1.062, -1.560], [0.884, 1.416, -1.237], [-1.375, 0.113, -2.026], [-0.683, 0.005, 2.209], [0.847, 2.081, 0.712], [0.645, 2.046, 2.585], [-1.959, -0.119, 0.049], [-0.156, 0.212, -2.841]],
  "orbital_gap_ev": 9.45,
  "multiplicity": 1,
  "homo_ev": -8.7,
  "relative_energy_kcal_mol": 119.1
}